# 1
22
Properties=species:S:1:pos:R:3 method="wB97M-V/def2-TZVPD" fmax_ev_per_a=6.43 e_homo_ev=-13.472 charge=+1 relative_energy_kj_mol=258.10 lumo_energy_ev=-2.791
C -3.260 0.187 -0.141
C -1.031 0.396 -1.227
N 0.068 -0.278 -1.866
N -2.039 -0.429 -0.588
N -1.242 1.714 -1.553
H 0.377 -1.179 -1.477
H 0.760 0.226 -2.361
H -1.659 -1.252 -0.237
H -2.043 2.254 -1.298
H -0.440 2.345 -1.685
H -4.145 -0.603 -0.025
H -3.901 0.740 -0.915
H -3.016 0.895 0.726
C 2.582 -1.605 1.090
C 1.884 -0.194 1.097
O 0.849 0.146 0.548
N 2.533 0.636 2.012
H 3.247 -1.791 1.936
H 3.064 -1.754 0.095
H 2.260 1.614 2.118
H 3.310 0.458 2.483
H 1.843 -2.523 1.270

---

# 2
60
Properties=species:S:1:pos:R:3 method="wB97M-V/def2-TZVPD" fmax_ev_per_a=5.05 e_homo_ev="-1.075 / -3.094" charge=-1 relative_energy_kj_mol=3.00 spin_multiplicity=5 lumo_energy_ev="2.417 / 2.407"
C 0.406 -0.282 -7.169
C 0.205 -1.060 -5.848
C -0.067 1.161 -6.923
C -0.976 1.150 -5.680
H -0.627 1.526 -7.785
H 0.808 1.805 -6.805
C -1.012 -0.408 -5.205
H 1.112 -0.942 -5.226
H 0.054 -2.134 -6.044
C -1.309 -0.838 -3.748
H -1.889 -0.815 -5.750
H -2.023 1.359 -5.964
C -0.558 2.212 -4.747
C 1.850 -0.380 -7.643
C -0.353 -0.827 -8.386
O -0.804 -0.111 -9.268
O 2.813 -0.267 -6.894
O 1.964 -0.600 -8.964
O -0.466 -2.159 -8.423
C -1.019 -2.650 -9.654
H -0.997 -3.731 -9.554
H -0.404 -2.321 -10.502
H -2.043 -2.282 -9.785
C 3.307 -0.723 -9.431
H 3.894 0.162 -9.158
H 3.228 -0.819 -10.512
H 3.777 -1.617 -8.997
O -0.619 -0.135 -2.761
H -1.072 -1.910 -3.580
H -2.405 -0.761 -3.606
C -1.607 2.889 -3.983
C 0.863 2.281 -4.390
H 1.431 3.043 -4.950
H 1.351 1.316 -4.594
H 1.006 2.502 -3.318
H -1.255 3.125 -2.964
H -2.488 2.237 -3.865
H -1.959 3.827 -4.442
Os -0.499 0.288 -0.896
C -1.858 0.905 0.625
C -2.598 0.762 -0.594
C -2.516 -0.596 -0.984
H -3.128 1.536 -1.142
C -1.662 -1.280 -0.085
C -1.265 -0.350 0.937
H -0.596 -0.558 1.765
H -1.721 1.836 1.167
H -3.028 -1.052 -1.823
H -1.394 -2.324 -0.186
C 2.233 0.879 -0.910
C 1.469 0.132 0.062
C 1.081 -1.114 -0.573
H 1.417 0.346 1.130
C 1.519 -1.044 -1.946
C 2.238 0.156 -2.118
H 2.791 0.416 -3.019
H 2.793 1.793 -0.721
H 0.748 -2.019 -0.078
H 1.380 -1.828 -2.688
Br 0.062 2.842 -1.045

---

# 3
56
Properties=species:S:1:pos:R:3 method="wB97M-V/def2-TZVPD" fmax_ev_per_a=4.62 e_homo_ev=-11.771 smiles="FC(F)(F)c1ccc([C@@H](c2ccccc2)[C@H]2Cc3ccccc3C2=[N+]2CCCC2)cc1" charge=+1 relative_energy_kj_mol=0.00 lumo_energy_ev=-4.312
F -4.364 2.929 -0.659
C -3.818 3.482 0.493
F -3.234 4.665 0.145
F -4.881 3.769 1.302
C -2.840 2.483 1.127
C -1.502 2.781 1.458
C -0.800 1.883 2.253
C -1.280 0.607 2.593
C -0.450 -0.320 3.402
C -0.833 -1.753 3.345
C -0.583 -2.626 4.442
C -1.084 -3.938 4.446
C -1.798 -4.454 3.349
C -2.013 -3.603 2.239
C -1.448 -2.323 2.187
C 1.314 -0.081 2.948
C 1.332 -0.663 1.526
C 1.939 0.448 0.712
C 2.043 0.559 -0.668
C 2.794 1.602 -1.243
C 3.286 2.628 -0.416
C 3.030 2.598 0.978
C 2.428 1.477 1.566
C 2.159 1.078 2.968
N 2.756 1.619 4.054
C 3.455 2.928 4.054
C 3.495 3.341 5.532
C 3.335 2.032 6.328
C 2.634 1.030 5.395
C -2.615 0.334 2.183
C -3.365 1.226 1.430
H -1.043 3.734 1.140
H 0.177 2.170 2.634
H -0.391 0.027 4.553
H -0.029 -2.283 5.323
H -0.994 -4.575 5.340
H -2.319 -5.427 3.393
H -2.674 -3.924 1.421
H -1.530 -1.728 1.251
H 1.448 -0.804 3.791
H 1.875 -1.654 1.514
H 0.303 -0.907 1.213
H 1.575 -0.151 -1.340
H 2.991 1.671 -2.313
H 3.850 3.476 -0.848
H 3.298 3.453 1.583
H 2.980 3.717 3.424
H 4.504 2.796 3.691
H 2.655 3.996 5.778
H 4.417 3.862 5.801
H 4.329 1.640 6.599
H 2.770 2.174 7.261
H 3.165 0.067 5.417
H 1.575 0.847 5.657
H -3.094 -0.592 2.488
H -4.377 0.962 1.123

---

# 4
13
Properties=species:S:1:pos:R:3 method="wB97M-V/def2-TZVPD" fmax_ev_per_a=4.01 e_homo_ev=-16.767 charge=+1 relative_energy_kj_mol=329.03 lumo_energy_ev=-6.204
C 1.411 -0.813 -0.428
C 0.550 -0.998 0.760
C 0.003 0.232 -0.161
C 0.388 1.574 -0.201
N -4.149 -0.388 0.372
N -3.118 -0.027 0.210
H 2.393 -0.262 -0.189
H 1.342 -1.156 -1.422
H -0.209 -1.727 0.741
H 1.008 -0.726 1.731
H -0.846 -0.103 -0.781
H -0.077 2.420 -0.928
H 1.303 1.975 0.296